[1]
The molecule C18H16O7. Source: OMol25; level of theory: ωB97M-V/def2-TZVPD.

XYZ file:
```
41
C18H16O7 (ωB97M-V/def2-TZVPD)
C -0.34 0.57 -2.75
C -0.16 0.36 -1.39
C -0.33 1.28 -0.26
C -1.09 2.45 -0.09
O -1.58 3.23 -1.14
C -1.25 2.99 1.22
C -1.95 4.40 1.41
C -0.59 2.25 2.34
O -0.85 2.67 3.59
C 0.15 1.09 2.06
C 0.93 0.42 3.16
C 2.38 0.01 2.85
O 0.63 0.61 4.38
C 0.20 0.59 0.83
O 0.84 -0.56 0.52
C 0.49 -0.87 -0.83
C 1.80 -1.21 -1.50
C 1.43 -2.31 -2.41
O 1.68 -2.36 -3.58
C 0.30 -2.90 -2.00
C -0.17 -4.11 -2.56
O -1.35 -4.28 -2.86
O 0.77 -5.09 -2.76
C -0.25 -2.22 -1.01
C -1.38 -2.63 -0.09
H 0.07 -0.08 -3.46
H -0.79 1.37 -3.25
H -0.86 3.84 -1.43
H -1.82 4.83 2.41
H -3.04 4.29 1.14
H -1.54 5.15 0.81
H -0.12 2.20 4.01
H 2.51 -0.89 2.16
H 2.87 -0.10 3.82
H 2.70 0.94 2.26
H 2.02 -0.34 -2.15
H 2.55 -1.60 -0.87
H 0.23 -5.79 -3.17
H -2.41 -2.20 -0.28
H -1.46 -3.72 -0.05
H -1.22 -2.29 0.90
```

total charge	0
energy relative to the best compared isomer or geometry (same formula, charge and spin)	74.5	kcal/mol
orbital gap	7.95	eV
SMILES	C=C1c2c(O)c(C)c(O)c(C(C)=O)c2O[C@]12CC(=O)C(C(=O)O)=C2C

Table of Mulliken atomic charges, one value per atom, all in e: C -1.79; C 0.05; C 0.14; C -0.02; O -0.60; C 0.14; C -1.36; C 0.15; O -0.62; C 0.32; C 0.75; C -1.01; O -0.72; C 0.37; O -0.29; C 2.82; C -1.26; C 0.13; O -0.61; C 1.35; C -0.40; O -0.56; O -0.45; C -0.62; C -1.43; H 0.34; H 0.44; H 0.35; H 0.37; H 0.30; H 0.34; H 0.33; H 0.19; H 0.39; H 0.29; H 0.31; H 0.40; H 0.36; H 0.28; H 0.42; H 0.40


[2]
The molecule C32H27F4N5O3. Source: OMol25; level of theory: ωB97M-V/def2-TZVPD.

XYZ file:
```
71
C32H27F4N5O3 (ωB97M-V/def2-TZVPD)
C -4.86 -6.97 0.58
C -4.58 -5.66 -0.15
O -4.21 -4.70 0.83
C -3.89 -3.45 0.43
C -3.92 -2.99 -0.88
C -3.57 -1.69 -1.17
C -3.16 -0.83 -0.15
N -2.80 0.51 -0.47
C -1.74 0.80 -1.29
C -0.75 -0.29 -1.62
C -0.16 -0.12 -3.01
N 0.29 -0.26 -0.58
C 0.93 1.01 -0.33
C 0.19 1.85 0.68
C -0.62 1.31 1.67
C -1.32 2.15 2.52
C -1.17 3.51 2.36
N -0.39 4.05 1.44
C 0.27 3.25 0.63
C 0.49 -1.39 0.13
O -0.13 -2.41 -0.07
C 1.61 -1.36 1.18
C 2.95 -1.48 0.50
C 3.16 -2.49 -0.43
C 4.38 -2.62 -1.07
C 5.40 -1.73 -0.77
F 6.58 -1.86 -1.39
C 5.21 -0.72 0.17
C 6.34 0.22 0.48
F 5.99 1.14 1.40
F 7.42 -0.41 0.97
F 6.75 0.91 -0.59
C 3.98 -0.60 0.80
N -1.46 1.98 -1.72
C -2.18 3.05 -1.28
N -1.81 4.24 -1.73
C -2.43 5.30 -1.25
C -3.46 5.24 -0.31
C -3.86 4.01 0.15
C -3.22 2.87 -0.34
C -3.59 1.53 0.09
O -4.49 1.27 0.85
C -3.15 -1.28 1.16
C -3.51 -2.57 1.45
H -5.15 -7.74 -0.14
H -5.66 -6.83 1.30
H -3.96 -7.30 1.10
H -5.49 -5.33 -0.68
H -3.77 -5.79 -0.88
H -4.23 -3.63 -1.69
H -3.61 -1.33 -2.18
H -1.20 -1.28 -1.53
H -0.91 -0.37 -3.76
H 0.69 -0.79 -3.14
H 0.16 0.90 -3.18
H 1.96 0.85 0.00
H 0.97 1.56 -1.27
H -0.73 0.23 1.75
H -1.97 1.75 3.29
H -1.70 4.21 2.99
H 0.88 3.73 -0.12
H 1.45 -2.24 1.81
H 1.57 -0.47 1.80
H 2.36 -3.17 -0.66
H 4.55 -3.39 -1.80
H 3.84 0.18 1.54
H -2.09 6.25 -1.64
H -3.92 6.15 0.05
H -4.66 3.88 0.88
H -2.88 -0.60 1.96
H -3.50 -2.94 2.46
```

total charge	0
energy relative to the best compared isomer or geometry (same formula, charge and spin)	0.7	kcal/mol
orbital gap	8.83	eV
SMILES	CCOc1ccc(-n2c([C@@H](C)N(Cc3cccnc3)C(=O)Cc3ccc(F)c(C(F)(F)F)c3)nc3ncccc3c2=O)cc1

Table of Mulliken atomic charges, one value per atom, all in e: C -1.45; C -0.27; O -0.42; C 0.88; C -0.45; C -0.43; C -1.00; N 0.74; C 0.27; C 0.07; C -1.85; N 0.74; C -2.01; C 0.94; C 0.27; C -0.71; C -0.54; N -0.53; C -0.32; C 0.74; O -0.69; C -1.03; C 0.44; C -0.72; C -0.85; C 0.37; F -0.34; C -0.34; C 0.84; F -0.29; F -0.27; F -0.27; C -0.08; N -0.26; C 0.23; N -0.73; C -0.47; C -0.56; C -0.82; C 0.68; C 0.50; O -0.68; C -0.27; C -0.94; H 0.42; H 0.33; H 0.33; H 0.36; H 0.37; H 0.43; H 0.50; H 0.59; H 0.40; H 0.44; H 0.32; H 0.60; H 0.42; H 0.49; H 0.42; H 0.39; H 0.33; H 0.44; H 0.40; H 0.50; H 0.50; H 0.57; H 0.43; H 0.42; H 0.52; H 0.52; H 0.45


[3]
The molecule C3H3NS. Source: OMol25; level of theory: ωB97M-V/def2-TZVPD.

XYZ file:
```
8
C3H3NS (ωB97M-V/def2-TZVPD)
N -0.94 -0.37 2.43
C -0.69 -0.25 1.30
C -0.38 -0.30 -0.15
C 0.81 0.51 -0.53
S 1.05 1.07 -2.05
H -1.24 -0.03 -0.77
H -0.24 -1.34 -0.45
H 1.64 0.70 0.22
```

total charge	0
energy relative to the best compared isomer or geometry (same formula, charge and spin)	5.1	kcal/mol
orbital gap	8.51	eV
SMILES	N#CCC=S

Table of Mulliken atomic charges, one value per atom, all in e: N -0.36; C 0.19; C -0.22; C -0.26; S -0.18; H 0.29; H 0.26; H 0.28


[4]
A 3-piece molecular cluster, C16H37NO7 overall. Source: OMol25; level of theory: ωB97M-V/def2-TZVPD.

XYZ file:
```
61
C16H37NO7 (ωB97M-V/def2-TZVPD)
C 3.19 2.62 2.82
C 2.79 1.37 2.01
C 3.98 0.90 1.13
C 1.52 1.60 1.15
C 0.41 0.53 1.29
C 0.93 -0.91 1.25
C -0.43 0.72 2.55
O -0.92 2.07 2.67
O -2.35 2.03 2.52
C -2.77 2.53 1.34
N -1.78 2.93 0.47
O -3.94 2.50 1.14
H 4.05 3.14 2.36
H 3.47 2.36 3.85
H 2.37 3.35 2.89
H 2.60 0.56 2.73
H 4.07 1.54 0.24
H 4.93 0.98 1.68
H 3.87 -0.15 0.82
H 1.08 2.58 1.42
H 1.79 1.68 0.09
H -0.26 0.64 0.43
H 1.41 -1.20 2.20
H 1.66 -1.04 0.44
H 0.11 -1.62 1.08
H -1.30 0.04 2.53
H 0.14 0.51 3.47
H -2.24 3.24 -0.38
H -1.17 3.64 0.83
C 2.53 -1.84 -4.49
O 1.46 -0.91 -4.51
C 0.68 -0.90 -3.33
C 1.05 0.23 -2.40
O 2.38 0.10 -1.91
C 3.32 0.91 -2.60
H 3.20 -1.59 -5.31
H 3.09 -1.78 -3.55
H 2.16 -2.86 -4.63
H 0.77 -1.86 -2.81
H -0.36 -0.77 -3.63
H 0.38 0.21 -1.54
H 0.93 1.19 -2.91
H 3.23 1.96 -2.29
H 3.19 0.84 -3.68
H 4.31 0.55 -2.33
C -5.20 -2.85 1.29
O -5.16 -1.75 0.40
C -4.20 -0.76 0.75
C -2.93 -0.90 -0.06
O -2.23 -2.11 0.20
C -2.48 -3.13 -0.74
H -5.78 -3.63 0.80
H -4.20 -3.23 1.51
H -5.70 -2.58 2.23
H -3.97 -0.82 1.82
H -4.63 0.22 0.55
H -2.26 -0.08 0.21
H -3.16 -0.81 -1.12
H -1.96 -2.93 -1.68
H -3.55 -3.23 -0.95
H -2.12 -4.06 -0.32
```

total charge	0
energy relative to the best compared isomer or geometry (same formula, charge and spin)	116.6	kcal/mol
orbital gap	9.86	eV
SMILES	CC(C)C[C@@H](C)COOC(N)=O.COCCOC.COCCOC

Table of Mulliken atomic charges, one value per atom, all in e: C -1.45; C 0.91; C -1.65; C -0.98; C 2.65; C -1.64; C -0.83; O -0.25; O -0.28; C 0.56; N -0.35; O -0.57; H 0.38; H 0.33; H 0.34; H 0.16; H 0.30; H 0.50; H 0.33; H 0.42; H 0.02; H -0.93; H 0.43; H 0.15; H 0.31; H 0.38; H 0.40; H 0.25; H 0.24; C -0.68; O -0.41; C -0.78; C 0.30; O -0.19; C -0.94; H 0.25; H 0.26; H 0.34; H 0.35; H 0.36; H -0.29; H 0.37; H 0.33; H 0.45; H 0.23; C -0.71; O -0.43; C -0.76; C 0.23; O -0.28; C -0.78; H 0.25; H 0.28; H 0.33; H 0.40; H 0.30; H -0.21; H 0.40; H 0.22; H 0.40; H 0.27


[5]
C29H35O10P4RuS as an isolated structure. Source: OMol25; level of theory: ωB97M-V/def2-TZVPD.

XYZ file:
```
80
C29H35O10P4RuS (ωB97M-V/def2-TZVPD)
Ru -1.22 1.59 -0.70
C -3.76 -0.17 -4.82
C -2.92 0.08 -3.61
O -2.12 -1.05 -3.41
P -3.91 0.51 -2.10
O -4.93 -0.66 -2.00
O -4.69 1.81 -2.39
O -3.01 0.58 -0.86
P -1.83 1.56 -3.98
O -3.04 2.59 -4.38
O -0.81 1.29 -4.95
O -1.33 2.20 -2.65
H -4.17 -1.19 -4.77
H -3.25 0.04 -5.79
H -4.56 0.57 -4.80
H -1.32 -0.78 -2.88
H -5.57 -0.70 -1.28
H -4.27 2.26 -3.18
H -2.73 3.43 -4.73
O 0.16 -0.27 -1.64
P 1.02 -1.13 -0.71
C 1.40 -0.18 0.84
P 0.08 0.22 2.03
O -1.11 0.74 1.29
C -0.27 -1.17 3.03
C 0.79 -1.61 3.81
C 0.62 -2.70 4.70
C -0.66 -3.32 4.80
C -1.67 -2.87 4.01
C -1.51 -1.82 3.12
C 0.71 1.51 3.14
C -0.20 2.35 3.83
C 0.19 3.47 4.52
C 1.54 3.84 4.49
C 2.46 3.06 3.81
C 2.06 1.94 3.09
C 0.26 -2.69 -0.34
C -1.10 -2.98 -0.56
C -1.53 -4.27 -0.41
C -0.73 -5.33 0.03
C 0.61 -5.06 0.27
C 1.10 -3.74 0.17
C 2.70 -1.40 -1.36
C 2.79 -2.29 -2.42
C 4.01 -2.46 -3.05
C 5.16 -1.85 -2.64
C 5.12 -1.15 -1.47
C 3.91 -0.90 -0.80
H 1.76 0.73 0.38
H 2.21 -0.69 1.36
H 1.77 -1.09 3.82
H 1.45 -3.12 5.27
H -0.82 -4.21 5.43
H -2.66 -3.28 4.18
H -2.32 -1.48 2.51
H -1.32 2.26 3.62
H -0.50 4.07 5.01
H 1.91 4.72 4.97
H 3.49 3.27 3.92
H 2.77 1.39 2.47
H -1.74 -2.22 -1.01
H -2.55 -4.57 -0.62
H -1.21 -6.32 0.12
H 1.23 -5.83 0.65
H 2.14 -3.58 0.27
H 1.92 -2.80 -2.89
H 4.09 -3.03 -3.98
H 6.11 -1.81 -3.14
H 5.99 -0.79 -0.96
H 3.87 -0.34 0.14
C -0.94 4.89 -0.38
S 0.38 4.11 -1.26
C 1.71 4.87 -0.41
O 0.43 2.69 -0.47
H -0.88 5.96 -0.45
H -0.79 4.64 0.69
H -1.84 4.57 -0.84
H 1.78 5.92 -0.74
H 2.65 4.30 -0.67
H 1.44 4.86 0.70
```

total charge	+3
energy relative to the best compared isomer or geometry (same formula, charge and spin)	0.0	kcal/mol
orbital gap (alpha / beta)	7.60 / 3.54	eV
⟨S²⟩	6.03
2S+1	5

Table of Mulliken atomic charges, one value per atom, all in e: Ru 1.78; C -1.40; C 0.90; O -0.57; P 0.18; O -0.53; O -0.51; O -0.33; P 0.63; O -0.60; O -0.66; O -0.11; H 0.41; H 0.38; H 0.36; H 0.21; H 0.40; H 0.43; H 0.35; O -0.27; P 1.15; C -1.75; P 0.42; O -0.32; C 0.62; C -0.62; C -0.79; C -0.51; C -0.75; C -0.23; C 0.55; C -0.39; C -0.99; C -0.45; C -0.93; C 0.00; C 0.74; C -0.04; C -0.50; C -0.53; C -0.85; C -0.59; C 0.36; C -0.63; C -0.67; C -0.65; C -0.58; C -0.32; H 0.76; H 1.12; H 0.32; H 0.44; H 0.43; H 0.47; H 0.54; H 0.34; H 0.53; H 0.49; H 0.51; H 0.46; H 0.30; H 0.52; H 0.47; H 0.53; H 0.61; H 0.37; H 0.40; H 0.46; H 0.46; H 0.39; C -0.88; S 0.42; C -0.92; O -0.39; H 0.49; H 0.24; H 0.30; H 0.44; H 0.37; H 0.26


[6]
C19H25GaN2O5S2 as an isolated structure. Source: OMol25; level of theory: ωB97M-V/def2-TZVPD.

XYZ file:
```
54
C19H25GaN2O5S2 (ωB97M-V/def2-TZVPD)
Ga -0.28 1.37 0.65
C -1.35 2.40 -2.21
O -1.42 2.55 -0.77
C -2.62 3.25 -0.39
C -2.35 3.87 0.95
O -1.83 2.87 1.81
C -2.74 2.13 2.64
C -3.03 0.78 2.05
O -1.78 0.18 1.73
C -1.84 -1.25 1.67
H -1.41 3.39 -2.66
H -2.16 1.77 -2.56
H -0.39 1.95 -2.45
H -3.45 2.54 -0.38
H -2.84 4.04 -1.12
H -3.23 4.36 1.36
H -1.55 4.60 0.85
H -3.66 2.70 2.82
H -2.22 2.00 3.59
H -3.65 0.82 1.14
H -3.56 0.18 2.79
H -2.06 -1.63 2.67
H -0.88 -1.62 1.34
H -2.61 -1.58 0.97
C 4.66 -4.23 1.42
C 4.05 -2.99 0.83
C 3.72 -2.92 -0.52
C 3.17 -1.77 -1.06
C 2.95 -0.68 -0.24
C 3.29 -0.71 1.11
C 3.83 -1.87 1.63
S 2.17 0.74 -0.89
O 2.54 0.88 -2.27
O 2.33 1.83 0.04
N 0.55 0.49 -0.79
C -0.19 -0.39 -1.63
C 0.30 -0.93 -2.81
C -0.56 -1.71 -3.57
C -1.86 -1.92 -3.13
C -2.25 -1.32 -1.95
N -1.43 -0.57 -1.20
H 4.48 -5.10 0.78
H 4.25 -4.44 2.41
H 5.74 -4.12 1.53
H 3.90 -3.78 -1.15
H 2.95 -1.72 -2.12
H 3.14 0.17 1.73
H 4.11 -1.90 2.68
H 1.30 -0.71 -3.14
H -0.21 -2.14 -4.49
H -2.56 -2.52 -3.70
H -3.26 -1.45 -1.58
S 1.19 2.61 3.23
C 0.58 1.48 2.37
```

total charge	+1
orbital gap (alpha / beta)	7.08 / 8.36	eV
⟨S²⟩	0.75
2S+1	2

Table of Mulliken atomic charges, one value per atom, all in e: Ga 0.84; C -0.87; O -0.07; C -0.42; C -0.75; O -0.25; C -0.70; C -0.49; O 0.02; C -0.84; H 0.45; H 0.37; H 0.20; H 0.21; H 0.59; H 0.45; H 0.28; H 0.46; H 0.26; H 0.20; H 0.59; H 0.35; H 0.20; H 0.36; C -1.46; C 0.90; C -0.91; C -0.38; C 0.34; C -0.47; C -0.78; S 1.10; O -0.70; O -0.74; N 0.32; C 0.86; C -1.03; C -0.81; C -0.83; C -0.37; N -0.04; H 0.37; H 0.38; H 0.31; H 0.38; H 0.44; H 0.46; H 0.43; H 0.68; H 0.46; H 0.43; H 0.42; S -0.09; C -0.09